Record 1
C8H10N2O3 in the gas phase at a distorted geometry. Source: the Open Molecules 2025 dataset; level of theory: ωB97M-V/def2-TZVPD.

orbital gap: 8.984 eV
ΔE to the lowest compared entry with this formula, charge and spin: 60.7 kcal per mole
HOMO energy: -8.20 eV
SMILES: Nc1ccc(CN(O)C(=O)O)cc1
calculated total energy: -17578.93426 eV

Element x y z (Å)
1 C 0.3946 -1.0458 -0.1121
2 C 0.9742 1.1350 -0.8123
3 C 1.6487 -1.1957 0.5247
4 C 2.2629 0.9362 -0.2801
5 C -0.0043 0.1650 -0.7758
6 C 2.6084 -0.1694 0.4570
7 C -1.2630 0.4297 -1.4240
8 C -3.1863 -0.3003 0.3052
9 N -2.3236 0.5432 -0.2641
10 N 3.7509 -0.3001 1.2486
11 O -2.2656 1.8573 0.3636
12 O -3.2226 -1.5322 -0.2767
13 O -3.7483 -0.0527 1.3698
14 H -0.1506 -2.0038 -0.0589
15 H 0.8722 2.1676 -1.2046
16 H 1.8946 -2.0047 1.1597
17 H 3.0152 1.7424 -0.2526
18 H -1.6888 -0.4265 -2.0182
19 H -1.3732 1.2029 -2.1854
20 H 3.7521 -1.1301 1.7047
21 H 4.6211 0.1810 0.9980
22 H -3.7269 -2.0422 0.3554
23 H -2.8416 1.8428 1.1784



Record 2
C4H2F2O in the gas phase at a distorted geometry. Source: the Open Molecules 2025 dataset; level of theory: ωB97M-V/def2-TZVPD.

orbital gap: 10.131 eV
ΔE to the lowest compared entry with this formula, charge and spin: 10.7 kcal per mole
HOMO energy: -9.22 eV
SMILES: Fc1ccoc1F
calculated total energy: -11661.08160 eV

Element x y z (Å)
1 C 0.3184 -0.1041 -0.9362
2 C 0.4799 0.9100 0.0685
3 C -0.2799 0.5559 1.1365
4 C -0.4025 -1.0684 -0.3071
5 H 0.9952 1.8624 0.0299
6 H -0.4593 1.0397 2.0492
7 O -0.8170 -0.7128 0.9309
8 F 0.8619 -0.1613 -2.1857
9 F -0.6966 -2.3214 -0.7861



Record 3
3 unconnected molecules or ions with the total composition C3H12NO3S at a distorted geometry. Source: the Open Molecules 2025 dataset; level of theory: ωB97M-V/def2-TZVPD.

orbital gap: 9.864 eV
ΔE to the lowest compared entry with this formula, charge and spin: 0.0 kcal per mole
HOMO energy: -13.29 eV
total charge: +1
calculated total energy: -21766.80597 eV

Element x y z (Å)
1 O -0.7302 1.7536 -0.2474
2 C -0.1885 1.2009 -1.1725
3 C -0.5682 -0.2389 -1.5093
4 C 0.5644 -1.2601 -1.1890
5 S 2.0399 -0.4904 -0.4208
6 N -1.7828 -0.5145 -0.7065
7 H 0.5475 1.7139 -1.7641
8 H -0.7903 -0.2628 -2.5576
9 H 0.9640 -1.5891 -2.1324
10 H 0.1915 -2.0887 -0.5931
11 H 1.5710 -0.4995 0.8361
12 H -2.6608 -0.5326 -1.2476
13 H -1.8790 0.2850 -0.0604
14 H -1.6975 -1.3630 -0.1508
15 H -1.7859 -0.8472 2.7170
16 H -0.7195 -0.2401 1.9007
17 O -1.3773 -0.9742 1.8491
18 H 1.0842 1.1887 2.9507
19 H 0.3446 2.0208 1.9098
20 O 0.3122 1.1721 2.3720



Record 4
A gas-phase ion, C4H12NO (charge +2) at a distorted geometry. Source: the Open Molecules 2025 dataset; level of theory: ωB97M-V/def2-TZVPD.

orbital gap (spin up / spin down): 14.040 / 7.607 eV
2S+1: 2
ΔE to the lowest compared entry with this formula, charge and spin: 18.9 kcal per mole
HOMO energy (spin up / spin down): -21.29 / -21.36 eV
total charge: +2
calculated total energy: -7859.43424 eV

Element x y z (Å)
1 C -1.0858 -0.4197 -0.8871
2 C 0.2275 -0.8881 -0.2929
3 C 1.1224 0.1932 0.4257
4 C 0.6132 0.6600 1.8308
5 O 0.0413 -0.3291 2.6021
6 N -0.9561 0.4998 -2.0756
7 H -1.7507 0.0586 -0.1501
8 H -1.6944 -1.2681 -1.2005
9 H -0.0327 -1.5981 0.4791
10 H 0.8399 -1.4266 -1.0160
11 H 1.1835 1.1190 -0.1448
12 H 2.1345 -0.2060 0.4562
13 H 1.5008 0.9921 2.4301
14 H -0.0997 1.4767 1.7938
15 H 0.6791 -1.0255 2.8947
16 H -0.8744 -0.0284 -2.9578
17 H -0.0994 1.0525 -2.0506
18 H -1.7490 1.1376 -2.1371



Q: Which of these has the lowest calculated total energy?
A: C3H12NO3S



Q: Which of these has the lowest calculated total energy?
A: C3H12NO3S



Q: Look up the ΔE to the lowest compared entry with this formula, charge and spin of the third one.
A: 0.0 kcal per mole



Q: What is the ΔE to the lowest compared entry with this formula, charge and spin in the first record?
A: 60.7 kcal per mole